1.
Below is a 2-piece molecular cluster, C7H10N2O3 overall, with properties calculated with the ωB97M-V functional and the def2-TZVPD basis.

Geometry as XYZ:
```
22
Properties=species:S:1:pos:R:3
C 2.2446 1.3844 -1.0553
C 1.7359 0.6562 0.1646
C 2.1262 -0.5515 0.5097
N 2.6200 -1.5608 0.9332
C 0.7507 1.2780 0.9379
N -0.0717 1.8150 1.5369
H 1.4343 1.5261 -1.7734
H 3.0359 0.8112 -1.5259
H 2.6287 2.3639 -0.7729
H 2.2778 -2.4880 0.7199
O 0.0033 -2.5273 -0.0964
C -0.5416 -1.3611 -0.5780
C -1.5440 -0.7277 0.0247
O -2.0583 -1.2066 1.2062
C -2.1962 0.5426 -0.4711
O -2.6638 1.3027 0.6143
H -0.5244 -2.7745 0.6772
H -0.1197 -1.0359 -1.5101
H -2.6601 -0.5136 1.5295
H -3.0852 0.2966 -1.0645
H -1.5017 1.1080 -1.1036
H -1.8909 1.6621 1.0972
```

Calculated values
LUMO level, eV: 0.6
Energy relative to the best compared isomer or geometry (same formula, charge and spin), eV: 2.973
E_HOMO, eV: -8.193
Gap between HOMO and LUMO, hartree: 0.322

2.
Below is a 2-piece molecular cluster, C7H10N2O3S overall, with properties calculated with the ωB97M-V functional and the def2-TZVPD basis.

Geometry as XYZ:
```
23
Properties=species:S:1:pos:R:3
C 3.0183 0.3988 -0.4285
C 1.7558 0.1170 -0.8959
C 3.4526 -0.4910 0.5272
C 1.1612 -0.9656 -0.2163
C -1.1963 2.3276 0.7119
C -0.2436 -1.6269 -0.3938
C -1.3207 0.0110 0.7782
N -0.8555 -1.5788 -1.6397
N -2.5883 -0.3502 0.5091
O -3.0218 -1.2936 1.1552
O -3.0276 -0.0787 -0.6032
O -0.7851 1.0417 0.1769
S 2.2724 -1.6901 0.8839
H 3.6401 1.0833 -0.9598
H 1.1447 0.8259 -1.4841
H 4.2826 -0.4125 1.1993
H -0.3991 3.0190 0.3551
H -1.2100 2.0401 1.8606
H -2.1932 2.7967 0.3656
H -0.6579 -2.3567 0.3184
H -0.9570 -0.3373 1.7959
H -1.9185 -1.5627 -1.6508
H -0.3532 -0.9169 -2.3651
```

Calculated values
LUMO level (spin up / spin down), eV: -0.5 / -0.5
Energy relative to the best compared isomer or geometry (same formula, charge and spin), eV: 6.264
E_HOMO (spin up / spin down), eV: -7.963 / -7.962
Gap between HOMO and LUMO (spin up / spin down), hartree: 0.273 / 0.273